1.
{
  "formula": "C21H47DyOP3S",
  "method": "ωB97M-V/def2-TZVPD",
  "species": ["Dy", "S", "P", "P", "P", "O", "C", "C", "C", "C", "C", "C", "C", "C", "C", "C", "C", "C", "C", "C", "C", "C", "C", "C", "C", "C", "C", "H", "H", "H", "H", "H", "H", "H", "H", "H", "H", "H", "H", "H", "H", "H", "H", "H", "H", "H", "H", "H", "H", "H", "H", "H", "H", "H", "H", "H", "H", "H", "H", "H", "H", "H", "H", "H", "H", "H", "H", "H", "H", "H", "H", "H", "H", "H"],
  "coordinates": [[-0.230798, -0.483657, 0.208745], [0.837248, 1.243578, 1.720516], [0.152853, -3.489513, -1.141411], [1.762353, 0.132351, -1.761992], [-1.593855, 0.914294, -1.838208], [-2.104927, -0.656439, 1.351724], [-3.281709, 1.313311, -1.224818], [3.252162, -0.884465, -1.453642], [-3.006901, 1.348353, 2.516241], [4.640901, 0.118843, 2.787683], [0.447672, -3.209919, -2.883877], [2.489430, 1.182846, 2.355880], [-2.375509, -0.003307, 2.702138], [2.435066, 1.800206, -1.439473], [4.323616, 2.460257, 3.326522], [5.148577, 1.328808, 3.273206], [1.508053, -4.484029, -0.470263], [-1.409675, -4.370530, -0.964073], [3.320055, 0.043583, 2.344537], [-0.347280, 4.105826, 2.190872], [-3.086128, -1.676670, 0.971689], [-0.314504, 3.595391, 3.430196], [-2.032397, 0.246533, -3.502217], [-1.052697, 2.608052, -2.342114], [1.692624, 0.158836, -3.584789], [-4.525434, -1.285157, 1.249219], [3.001202, 2.389302, 2.870276], [2.322989, 3.245669, 2.906128], [1.335972, -4.665918, 0.601064], [2.714274, 0.328931, -3.955068], [1.749608, 2.566265, -1.819180], [0.587549, 3.628662, 4.047260], [-1.126122, 0.083063, -4.103408], [0.300777, -4.145329, -3.441945], [-3.340326, 1.723073, 3.488982], [-2.695522, 0.967198, -4.010521], [1.325900, -0.794500, -3.979166], [1.460588, -2.869218, -3.115724], [-2.195458, -3.759826, -1.422959], [-3.881873, 1.304590, 1.862629], [2.477327, -3.973414, -0.594586], [-2.827969, -2.603163, 1.495552], [0.530342, 4.567695, 1.719262], [-2.939770, -1.841700, -0.098808], [1.572718, -5.460564, -0.988468], [-1.386906, 0.055174, 3.166091], [5.266132, -0.778895, 2.760981], [6.177281, 1.384945, 3.613339], [-1.635433, -4.437467, 0.107334], [-3.012884, -0.691900, 3.265989], [-5.184880, -2.072579, 0.855899], [-1.945863, 3.148294, -2.702773], [-1.180219, 3.108711, 3.879371], [1.045000, 0.964509, -3.946608], [-3.924253, 0.422935, -1.289009], [3.398791, 1.862149, -1.959355], [-0.630917, 3.132520, -1.469907], [2.879254, -0.889493, 1.978986], [-1.320723, -5.360361, -1.421628], [-0.417834, -2.480310, -0.203546], [4.711962, 3.395438, 3.733204], [-4.795115, -0.346400, 0.757464], [-0.296871, 2.557616, -3.139118], [-3.686830, 2.115675, -1.863238], [-2.294054, 2.075252, 2.109466], [-4.720991, -1.206110, 2.321427], [3.492279, -0.897990, -0.380352], [-0.243004, -2.471509, -3.300815], [2.576528, 1.959117, -0.363867], [-1.256893, 4.090891, 1.573368], [3.096415, -1.916870, -1.795435], [-2.561901, -0.711385, -3.379101], [4.078307, -0.423230, -2.011834], [-3.247380, 1.663072, -0.179947]],
  "forces_ev_per_angstrom": [[0.7, 2.7, 1.3], [-0.3, -1.5, -0.8], [-0.9, -2.0, 0.2], [0.8, 0.2, -0.2], [-1.2, 1.1, -1.0], [-0.7, -0.2, 0.8], [0.0, 0.0, 0.3], [0.0, -0.1, 0.0], [0.0, 0.2, -0.2], [-0.2, -0.1, 0.0], [0.1, 1.0, -0.6], [1.2, 0.3, 0.3], [0.2, -0.2, 0.0], [-0.1, 0.1, 0.2], [-0.1, -0.3, -0.1], [-0.5, 0.1, -0.1], [0.3, 0.5, 0.6], [0.2, 0.0, 0.0], [-0.5, 0.3, -0.2], [0.0, 0.0, 0.6], [-0.3, 0.0, 0.3], [0.0, 0.5, -0.7], [0.2, -0.5, 0.3], [0.3, -0.1, 0.5], [0.0, -0.2, -0.1], [-0.2, -0.2, -0.2], [-0.1, -0.2, -0.1], [0.5, -0.2, 0.0], [0.1, 0.0, -0.3], [-0.3, 0.0, 0.0], [0.2, -0.1, 0.1], [-0.4, 0.0, -0.2], [-0.4, 0.1, 0.1], [-0.2, -0.1, 0.5], [0.1, -0.1, -0.1], [0.3, -0.3, 0.2], [0.1, 0.3, -0.1], [-0.1, -0.1, 0.3], [0.1, -0.3, -0.2], [0.1, 0.0, 0.2], [-0.4, -0.1, 0.0], [0.0, 0.1, 0.1], [-0.4, -0.1, 0.3], [0.0, 0.1, -0.2], [-0.4, 0.5, 0.0], [-0.3, 0.0, 0.0], [-0.2, 0.4, 0.1], [-0.1, 0.0, 0.0], [0.1, -0.3, -0.2], [0.3, 0.1, -0.2], [0.2, 0.2, 0.1], [0.5, -0.2, 0.1], [0.2, 0.3, -0.1], [0.2, -0.2, 0.1], [0.1, 0.3, 0.0], [-0.2, 0.1, 0.1], [-0.2, 0.0, -0.4], [0.3, 0.1, 0.2], [-0.3, 0.1, 0.1], [1.4, -1.2, -1.3], [-0.2, -0.3, -0.2], [0.0, -0.2, 0.1], [-0.3, 0.1, 0.3], [0.0, -0.4, 0.3], [-0.1, -0.2, 0.1], [-0.1, 0.0, -0.2], [0.0, 0.1, -0.3], [-0.1, -0.1, 0.1], [0.0, 0.0, -0.3], [0.3, 0.0, 0.3], [0.2, 0.2, 0.0], [0.1, 0.3, -0.2], [0.0, -0.3, 0.2], [-0.1, -0.1, -0.5]],
  "homo_ev": [-15.63, -15.67],
  "multiplicity": 6,
  "charge": 3
}

***

2.
{
  "formula": "C8H17N2O",
  "method": "ωB97M-V/def2-TZVPD",
  "species": ["O", "N", "N", "C", "C", "C", "C", "C", "C", "C", "C", "H", "H", "H", "H", "H", "H", "H", "H", "H", "H", "H", "H", "H", "H", "H", "H", "H"],
  "coordinates": [[1.205747, -1.951854, -0.914346], [-0.766528, 1.669824, 3.938476], [-2.130457, 1.024775, 1.880568], [-0.254940, 0.348448, 0.336428], [2.444106, -1.419168, -1.331584], [-0.342958, -0.746047, -2.335520], [-0.869940, 0.928296, 1.665775], [-1.014778, 0.012542, -1.048142], [0.042744, 1.331327, 2.777102], [-0.398165, -0.212822, -3.535924], [0.256751, -2.071145, -1.960602], [-2.365457, 1.363134, 2.827196], [-1.407427, 0.951320, -1.440540], [0.746204, 0.512213, 2.965280], [-0.604268, 1.042448, 4.716321], [-2.838644, 0.780981, 1.200296], [0.212665, -0.599678, 0.639720], [3.088679, -1.413319, -0.454404], [-1.862223, -0.631594, -0.800209], [2.898102, -2.043113, -2.106407], [0.706332, -2.551993, -2.837317], [-0.614514, 2.616784, 4.259697], [-0.522980, -2.725520, -1.558465], [0.583826, 1.006918, 0.091298], [-0.838945, 0.748305, -3.729185], [-0.019251, -0.750776, -4.388498], [0.649134, 2.176147, 2.427202], [2.332791, -0.399744, -1.717238]],
  "forces_ev_per_angstrom": [[-0.2, -0.1, 0.1], [0.3, 0.1, 0.2], [0.2, 0.1, 0.1], [0.3, -0.3, -0.3], [0.1, 0.1, 0.0], [-0.1, 1.0, 3.2], [-0.1, -1.2, -3.0], [-0.2, 0.1, -0.1], [-0.1, 0.1, 0.4], [0.0, 0.0, -0.1], [0.0, -0.1, -0.2], [-0.1, -0.1, -0.1], [-0.1, 0.0, 0.0], [-0.1, 0.1, -0.1], [0.0, 0.1, 0.0], [0.1, 0.0, 0.0], [0.1, 0.2, 0.2], [0.0, 0.0, -0.1], [-0.2, 0.1, 0.0], [0.0, 0.0, 0.0], [0.0, 0.0, 0.0], [0.0, -0.1, 0.0], [0.0, 0.0, -0.1], [0.1, 0.0, 0.2], [-0.1, 0.2, 0.0], [0.1, -0.1, -0.2], [-0.1, -0.1, 0.0], [0.1, 0.0, 0.0]],
  "homo_ev": -12.84,
  "charge": 1,
  "de_lowest_kcal_mol": 30.42,
  "smiles": "C=C(CCC(=[NH2+])CN)COC"
}

***

Strongest force on any atom: 3.11, 3.32 (eV/A)